33
Properties=species:S:1:pos:R:3:forces:R:3 method="wB97M-V/def2-TZVPD" spin_multiplicity=1 total_charge=0 homo_energy_ev=-9.6 gap_ha=0.2541 e_above_lowest_ev=0.0439
N -3.4199 -0.1112 1.9074 1.40 0.69 -0.09
C -2.3716 0.3864 1.8541 -2.75 -1.22 0.12
C -1.0983 0.9603 1.8089 2.11 -0.14 -0.09
C 0.0123 0.1417 1.7570 -0.46 -0.83 0.07
C 1.2670 0.7360 1.7235 2.23 1.12 -0.05
N 2.5709 0.2810 1.6828 -1.92 -5.24 -0.01
O 2.8518 -0.9416 1.6708 0.66 1.97 -0.03
O 3.4802 1.2742 1.6589 -1.75 -1.43 0.05
N 2.7750 2.3891 1.6931 -1.42 3.39 0.10
C 1.4541 2.1106 1.7354 2.38 0.93 -0.07
C 0.3134 2.9503 1.7990 -0.65 -0.45 0.03
N 0.4274 4.3896 1.8516 0.28 2.61 -0.01
O 1.5449 4.9126 1.7474 -1.45 -1.38 0.12
O -0.6088 5.0478 1.9955 0.90 -1.05 -0.14
C -0.9251 2.3631 1.8312 0.49 1.15 -0.05
H -0.0882 -0.9306 1.7421 -0.02 -0.20 0.03
H -1.7861 3.0127 1.8676 -0.07 0.05 0.05
C -0.5880 -1.9951 -3.3980 -0.06 0.24 0.24
C -0.4477 -1.6755 -1.9013 0.13 -0.22 0.03
C -1.6773 -2.1995 -1.1459 0.15 0.24 -0.23
C 0.8254 -2.3304 -1.3490 -0.22 -0.20 -0.16
N -0.3610 -0.2117 -1.7253 -0.45 -0.23 -0.24
H 0.2856 -1.6515 -3.9523 0.09 0.02 -0.02
H -0.6914 -3.0679 -3.5655 0.04 0.00 0.09
H -1.4640 -1.5000 -3.8175 -0.03 0.03 0.06
H -1.5984 -1.9874 -0.0804 0.00 0.01 0.15
H -2.5862 -1.7232 -1.5129 0.01 0.05 -0.01
H -1.7858 -3.2773 -1.2685 0.09 -0.01 0.01
H 0.9556 -2.0962 -0.2935 0.01 0.02 0.15
H 0.7873 -3.4143 -1.4516 0.04 -0.11 0.02
H 1.7068 -1.9727 -1.8799 0.06 0.05 -0.06
H -0.1998 -0.0012 -0.7486 0.02 0.03 0.04
H 0.4402 0.1318 -2.2364 0.14 0.13 -0.08